Record 1
Density functional theory data (ωB97M-V/def2-TZVPD) for a structure of composition C2H3LiMnO2.

Last column: Mulliken spin population.
Positions of all 9 atoms, in Å:
H  -1.258  0.065  0.582  0.0080
O  -1.599  0.953  -1.089  0.0086
C  -0.396  0.897  -0.821  0.0195
C  -0.186  0.256  0.509  -0.0002
O  0.645  -0.903  0.507  0.2042
Mn  2.381  -0.939  0.193  4.7710
Li  -0.207  -2.502  0.328  0.0039
H  0.444  1.192  -1.447  -0.0071
H  0.177  0.982  1.236  -0.0078

Values from the calculation:
E_HOMO (spin up / spin down) in eV: -17.9 / -17.9
Orbital gap (spin up / spin down) in eV: 6.4 / 5.9
⟨S²⟩: 8.758
Energy relative to the best compared isomer or geometry (same formula, charge and spin) in kcal/mol: 5.3
Net charge: +2
M in g/mol: 120.923
2S+1: 6

Record 2
Density functional theory data (ωB97M-V/def2-TZVPD) for a structure of composition C2H3LiO2Rh.

Last column: Mulliken spin population.
Positions of all 9 atoms, in Å:
O  -1.923  0.490  -0.018  0.2021
C  -0.791  0.488  -0.626  1.3508
C  0.101  -0.671  -0.308  0.0317
O  1.346  -0.153  0.014  0.0557
H  0.139  -1.283  -1.237  0.0347
H  -0.349  -1.331  0.466  0.0131
Li  2.662  -0.922  0.887  -0.0012
Rh  0.949  1.980  0.311  2.2984
H  -2.134  1.403  0.512  0.0147

Values from the calculation:
E_HOMO (spin up / spin down) in eV: -10.8 / -13.2
Orbital gap (spin up / spin down) in eV: 6.1 / 7.5
⟨S²⟩: 6.022
Energy relative to the best compared isomer or geometry (same formula, charge and spin) in kcal/mol: 34.5
Net charge: +1
M in g/mol: 168.891
2S+1: 5

Record 3
Density functional theory data (ωB97M-V/def2-TZVPD) for a cluster of 2 separate species, C2H3N2O in total.

Last column: Mulliken spin population.
Positions of all 8 atoms, in Å:
C  -1.988  0.904  -0.419  -0.0134
C  0.555  -0.920  0.059  0.5249
N  -1.071  0.299  -0.103  0.0571
N  1.471  -0.127  0.355  0.6462
O  0.100  -1.922  -0.227  0.6997
H  -2.776  1.512  -0.739  -0.0025
H  1.239  0.587  1.029  0.0188
H  2.470  -0.331  0.046  0.0692

Values from the calculation:
E_HOMO (spin up / spin down) in eV: -11.6 / -17.7
Orbital gap (spin up / spin down) in eV: 7.8 / 7.1
⟨S²⟩: 2.020
Energy relative to the best compared isomer or geometry (same formula, charge and spin) in kcal/mol: 59.1
Net charge: +1
M in g/mol: 71.059
2S+1: 3